The following is a quantum chemistry calculation of a structure of composition C18H35AlAs2NS2, from the Open Molecules 2025 dataset.

Structure (XYZ):
```
59
Properties=species:S:1:pos:R:3:forces:R:3
Al 0.16794 0.03902 0.03941 -0.5 0.7 0.9
S 1.68720 0.83210 1.64326 0.6 -0.1 -0.9
S -0.70073 0.43226 -2.12785 0.4 0.3 -1.0
C 2.57020 2.35192 0.99396 0.2 -0.3 0.3
C 2.91320 -0.48617 1.20061 0.3 0.7 0.5
C 3.01964 -0.66508 -0.29695 0.3 -0.1 0.0
N 1.66968 -0.95167 -0.87143 0.1 -0.4 -0.1
C 1.71323 -0.89479 -2.36912 0.1 -0.1 -0.1
C 0.30255 -0.91922 -2.91132 -0.4 0.1 0.2
H 2.63196 -1.41584 1.70872 0.0 0.3 0.0
H 3.83683 -0.10558 1.64305 0.2 -0.5 -0.2
H 3.67031 -1.51275 -0.54897 0.1 0.3 0.2
H 3.43719 0.23360 -0.76896 -0.2 -0.3 0.0
H 2.28375 -1.76875 -2.71187 -0.1 0.3 -0.2
H 2.24689 0.00991 -2.69184 -0.1 -0.3 0.3
H -0.19762 -1.87457 -2.71294 0.0 0.2 -0.1
H 0.27231 -0.71489 -3.98513 0.0 -0.2 0.1
C 0.06991 1.84493 -3.07962 -0.1 0.1 0.2
H 1.48118 -1.94151 -0.66196 0.1 0.2 0.0
H 1.13167 1.98922 -2.83295 -0.4 -0.1 0.0
H -0.49833 2.75280 -2.84311 0.2 -0.4 -0.1
H -0.04571 1.60851 -4.14721 -0.1 -0.1 0.4
H 1.96456 3.24085 1.22061 0.1 -0.5 0.0
H 2.79839 2.31453 -0.08240 -0.2 -0.1 0.5
H 3.50033 2.37953 1.57971 -0.3 0.1 -0.2
C -0.81068 -5.46845 1.25138 -0.4 0.3 0.2
C -1.86314 -4.86225 1.82151 0.3 -0.3 -0.3
H 0.11948 -5.63955 1.80326 -0.4 0.0 -0.1
H -0.84821 -5.86085 0.23165 0.0 0.2 0.3
H -1.84366 -4.55367 2.87108 0.0 -0.2 -0.3
H -2.80167 -4.69483 1.28562 0.3 -0.2 0.1
C -0.11819 -2.29196 2.27445 -1.4 -1.6 -0.4
As -1.56375 -0.94842 1.58662 1.4 2.0 0.6
C -1.57822 -0.13768 3.40030 0.2 0.2 -0.4
C -3.24359 0.26922 0.90385 -1.3 -0.8 -0.8
C -4.53200 -0.22925 0.73375 0.2 -0.3 0.1
C -5.53847 0.64639 0.27773 0.4 0.1 0.1
C -5.24184 1.97675 -0.03345 0.3 0.1 0.0
C -3.93491 2.46683 0.11139 -0.4 -1.0 0.2
C -2.95179 1.59067 0.58489 1.7 -0.2 0.4
As -1.17459 2.23053 1.18459 -0.9 1.1 -0.4
C -1.90027 3.68834 2.29688 0.5 -0.3 0.2
C -0.42801 3.35468 -0.23157 -0.4 0.0 -0.1
H -0.60663 -2.78380 3.12362 0.4 0.0 -0.3
H 0.81436 -1.80171 2.58196 -0.8 0.7 -0.2
H 0.03803 -3.00562 1.46071 0.0 0.0 0.4
H -1.69927 0.95270 3.39861 0.0 -0.4 0.1
H -2.44055 -0.60032 3.90073 0.2 0.1 -0.1
H -0.64686 -0.42947 3.89358 -0.3 0.2 0.1
H -4.73878 -1.27551 0.94830 -0.2 0.3 -0.1
H -6.56243 0.28628 0.16329 0.4 0.0 0.1
H -6.02535 2.65048 -0.38350 0.2 -0.3 0.1
H -3.67712 3.50193 -0.11133 -0.2 -0.2 0.0
H -2.41094 3.24222 3.15779 0.1 0.3 -0.2
H -1.04640 4.29621 2.61655 -0.3 0.0 0.1
H -2.59278 4.27418 1.68270 0.2 -0.2 0.2
H -0.03910 4.24775 0.26919 -0.1 0.0 -0.3
H -1.21354 3.61184 -0.95149 0.4 0.2 0.1
H 0.40291 2.81131 -0.69972 -0.2 0.4 -0.1
```
Positions in Å, forces in eV/Å.

Output
**Calculated total energy**: -170639.576 eV
**Strongest force on any atom**: 2.50 eV/A
**HOMO-LUMO gap**: 6.443 eV
**Charge**: +3
**HOMO**: -17.2431 eV